Density functional theory data (the ωB97M-V functional and the def2-TZVPD basis) for a 2-piece molecular cluster, C12H22FN2O8P overall in a non-equilibrium geometry.

Values from the calculation:
Calculated total energy: -44164.287 eV
Max |F|: 2.10 eV/A
Charge: 0
Structure (SMILES): COCCC[C@H](OC(=O)C(=O)NC(=O)F)[PH2]=N.CCOC(=O)OC

Positions of all 46 atoms, in Å:
C -2.4814 2.7562 -0.8234
O -3.5766 3.2353 -0.0718
C -4.7345 2.4399 -0.1749
C -4.7894 1.3958 0.9618
C -5.0949 -0.0402 0.5826
C -4.0192 -0.9686 0.0063
O -2.8474 -1.1674 0.7668
C -1.8704 -0.2753 0.9999
O -1.9461 0.5660 1.8622
C -0.4905 -0.4610 0.3505
O -0.2408 -1.2270 -0.5266
N 0.5423 0.2887 1.0058
C 0.7937 1.5415 0.4079
O 1.0206 1.7564 -0.7589
F 0.7987 2.5230 1.2929
P -3.7846 -0.7726 -1.8417
N -2.3626 -0.3168 -2.3186
H -1.5669 2.9505 -0.2900
H -2.4424 3.1934 -1.8116
H -2.5440 1.6784 -0.9628
H -4.8284 1.9919 -1.1585
H -5.5426 3.1410 -0.0473
H -5.6110 1.7177 1.5857
H -3.9122 1.5713 1.5638
H -5.9004 -0.0545 -0.1430
H -5.4979 -0.5571 1.4416
H -4.4984 -1.9353 0.0461
H 1.3864 -0.2660 0.9577
H -4.8296 0.1117 -2.1815
H -4.1687 -2.0011 -2.4182
H -1.9678 -1.0172 -2.9264
C 7.7095 -2.1941 1.4764
C 6.4757 -2.9709 1.0698
O 5.3094 -2.1361 1.0261
C 5.2107 -1.3531 -0.0448
O 5.9779 -1.3082 -0.9662
O 4.0971 -0.6315 0.0766
C 3.8794 0.3154 -0.9802
H 7.5386 -1.6772 2.4214
H 8.5592 -2.8667 1.5907
H 7.9635 -1.4434 0.7299
H 6.2540 -3.7370 1.8098
H 6.6123 -3.4675 0.1099
H 3.9134 -0.1659 -1.9539
H 4.6178 1.1139 -0.9297
H 2.8885 0.7239 -0.8124

Density functional theory data (the ωB97M-V functional and the def2-TZVPD basis) for an isolated ion of composition C6H13NO and charge +1 in a non-equilibrium geometry.

Values from the calculation:
Multiplicity: 2
Energy relative to the best compared isomer or geometry (same formula, charge and spin): 20.1 kcal/mol
Calculated total energy: -9961.486 eV
Max |F|: 2.43 eV/A
Charge: +1
<S²>: 0.7554

Positions of all 21 atoms, in Å:
C -0.6520 1.5111 2.1167
C -0.9865 0.8355 0.7708
N 0.0756 0.0188 0.2561
C 1.2882 0.7494 -0.0798
C 0.6951 -2.1634 -0.7010
C -0.3141 -1.0148 -0.6749
C -0.5738 -0.3807 -2.0734
O -1.1889 0.6325 -2.1842
H -1.5604 1.7625 2.6583
H 0.0888 2.2976 2.0301
H -0.0716 0.7772 2.6765
H -1.2916 1.5198 -0.0369
H -1.8878 0.2566 0.9387
H 1.5746 0.6786 -1.1292
H 2.1091 0.3941 0.5510
H 1.1649 1.8098 0.1159
H 0.5126 -2.8115 -1.5476
H 1.7366 -1.8368 -0.7047
H 0.6514 -2.7318 0.2274
H -1.2429 -1.4124 -0.2642
H -0.1274 -0.8919 -2.9456

Density functional theory data (the ωB97M-V functional and the def2-TZVPD basis) for a 2-piece molecular cluster, C10H17BrN2 overall in a non-equilibrium geometry.

Values from the calculation:
Energy relative to the best compared isomer or geometry (same formula, charge and spin): 0.0 kcal/mol
Calculated total energy: -83661.721 eV
Max |F|: 5.59 eV/A
Charge: 0

Positions of all 30 atoms, in Å:
C 1.0961 2.1555 0.2391
C 0.2901 1.0002 0.0705
C 1.5582 -0.6690 -0.7318
C -2.6267 2.5606 0.7432
C -1.4258 -0.6506 -1.8711
C 2.1573 -2.9865 -0.0136
C 2.2308 -1.2271 1.7075
C -1.7848 2.3150 -0.4367
C -1.5831 -0.0848 -0.4568
C 1.4995 -1.6621 0.4511
N 1.7169 3.1099 0.4879
N -0.9384 1.1038 -0.2478
Br 3.2574 0.0373 -1.0942
H -2.3069 3.2883 1.5377
H -3.5628 2.9280 0.3193
H -2.7505 1.6460 1.2848
H -1.0597 0.1796 -2.4903
H -0.7118 -1.4746 -1.9043
H -2.4419 -0.8508 -2.2260
H 1.7476 -3.0750 -1.0031
H 3.2065 -2.7665 -0.0588
H 1.8677 -3.7368 0.6627
H 1.8164 -0.3360 2.0908
H 2.2372 -1.9215 2.5009
H 3.3144 -1.0535 1.5404
H -2.3005 1.9614 -1.2960
H -1.1501 3.1539 -0.5665
H -2.5418 0.0285 -0.1542
H -1.3316 -0.8890 0.3789
H 0.5203 -2.0839 0.5363

Density functional theory data (the ωB97M-V functional and the def2-TZVPD basis) for C22H44N3RuS2Si5Te as an isolated structure.

Values from the calculation:
Multiplicity: 5
Energy relative to the best compared isomer or geometry (same formula, charge and spin): 28.8 kcal/mol
Calculated total energy: -98927.250 eV
Max |F|: 0.76 eV/A
Charge: +1
<S²>: 6.0473

Positions of all 78 atoms, in Å:
Ru 0.9435 -0.1616 0.3109
C 2.6607 -2.1627 -4.3355
S 2.1450 -0.4385 -4.3296
C 1.5443 -0.2095 -2.7257
S 1.4115 -1.5135 -1.5670
N 1.1519 1.0045 -2.4517
N 0.4315 1.0306 -1.3100
C 0.3571 2.0605 -0.5219
C -0.7684 2.0731 0.4471
C -1.3197 3.2467 0.9180
C -2.3879 3.1503 1.8031
C -2.8457 1.8999 2.1759
C -2.2124 0.7737 1.6642
N -1.1953 0.8579 0.8194
H 3.0334 -2.3399 -5.3428
H 1.8238 -2.8286 -4.1413
H 3.4627 -2.3369 -3.6230
H 0.9869 2.9345 -0.6719
H -0.9294 4.2038 0.6002
H -2.8568 4.0438 2.1929
H -3.6756 1.7866 2.8585
H -2.5248 -0.2230 1.9497
C -0.0673 1.9205 5.4234
Si 1.5999 2.3029 4.6793
C 1.7860 4.1217 4.3127
C 2.9795 1.7064 5.7770
C 1.6267 1.4158 3.0450
C 1.5010 0.7982 1.9928
H -0.1626 2.3946 6.4029
H -0.2087 0.8462 5.5548
H -0.8723 2.2935 4.7869
H 1.7358 4.7081 5.2326
H 0.9971 4.4738 3.6454
H 2.7472 4.3254 3.8374
H 2.9170 2.2359 6.7312
H 3.9601 1.9100 5.3465
H 2.9081 0.6381 5.9832
C 6.8165 -2.0692 1.3433
Si 5.1989 -1.1281 1.4836
C 4.7974 -0.2925 -0.1440
C 5.3076 0.1282 2.8607
Si 3.6650 -2.8255 2.0465
Te 1.2167 -2.1191 2.0598
Si 3.6483 -4.6487 0.5169
C 1.9260 -5.3560 0.3338
C 4.8243 -5.9309 1.2084
C 4.2934 -4.0494 -1.1363
Si 3.8171 -3.6286 4.2596
C 5.5702 -4.2021 4.5775
C 2.6017 -5.0416 4.4516
C 3.3835 -2.2434 5.4432
H 7.6367 -1.3812 1.1224
H 6.7861 -2.8129 0.5453
H 7.0615 -2.5844 2.2750
H 5.4259 0.5935 -0.2653
H 3.7573 0.0337 -0.2071
H 4.9858 -0.9619 -0.9859
H 6.0680 0.8739 2.6129
H 5.5871 -0.3325 3.8102
H 4.3546 0.6411 2.9907
H 1.4905 -5.6284 1.2975
H 1.9700 -6.2609 -0.2781
H 1.2507 -4.6547 -0.1628
H 4.4833 -6.3342 2.1634
H 5.8228 -5.5122 1.3535
H 4.9147 -6.7656 0.5084
H 3.7419 -3.1724 -1.4753
H 4.1881 -4.8364 -1.8880
H 5.3517 -3.7892 -1.0747
H 5.8877 -4.9748 3.8756
H 5.6413 -4.6179 5.5858
H 6.2767 -3.3717 4.5134
H 2.8434 -5.8785 3.7937
H 1.5752 -4.7331 4.2404
H 2.6270 -5.4120 5.4796
H 4.1035 -1.4270 5.3604
H 3.4070 -2.6067 6.4738
H 2.3874 -1.8359 5.2552

Density functional theory data (the ωB97M-V functional and the def2-TZVPD basis) for C33H32AuFN4O7S as an isolated structure in a non-equilibrium geometry.

Values from the calculation:
Multiplicity: 3
Energy relative to the best compared isomer or geometry (same formula, charge and spin): 25.3 kcal/mol
Calculated total energy: -72269.262 eV
Max |F|: 2.93 eV/A
Charge: 0
<S²>: 2.0153

Positions of all 79 atoms, in Å:
Au 9.9014 18.8978 6.0524
C 10.1661 15.8734 11.8546
C 10.9436 16.2841 10.6421
C 10.4416 15.9800 9.3852
C 11.0651 16.4017 8.2261
C 12.2181 17.1940 8.3380
C 12.7707 17.4683 9.5895
C 12.1151 17.0438 10.7253
S 12.9534 17.8306 6.8620
O 14.2120 18.4432 7.2149
O 12.9246 16.7790 5.8603
N 11.9194 19.0612 6.4443
C 12.4287 20.4552 6.4751
C 11.3885 21.4982 6.0734
O 11.7709 22.6427 5.9637
O 10.1811 21.0758 5.9442
H 10.4122 14.8382 12.1761
H 9.0900 15.8919 11.6224
H 10.3509 16.5463 12.7292
H 9.4969 15.4311 9.3380
H 10.6531 16.2149 7.2478
H 13.6875 18.0255 9.6661
H 12.4955 17.2568 11.7093
H 13.2880 20.5277 5.8072
H 12.7850 20.7123 7.5010
C 5.5220 12.7057 7.5182
C 5.9922 13.0477 6.1055
N 7.0783 14.0622 6.0683
C 6.6596 15.3627 5.9365
C 7.5666 16.3854 5.6406
C 7.0616 17.8321 5.6920
O 5.8726 18.0437 5.6510
O 7.9109 18.8540 5.6716
C 8.9370 16.0857 5.3540
O 9.8354 16.9313 5.0157
C 9.3595 14.7142 5.5285
C 10.6917 14.3089 5.4332
C 11.1220 13.0485 5.7470
F 12.4708 12.8827 5.7542
C 10.2216 12.0030 6.1233
C 8.8819 12.4444 6.3342
C 8.4336 13.7158 5.9787
N 10.5870 10.6738 6.3317
C 9.7522 9.5743 5.7958
C 9.6457 8.3783 6.7252
N 10.8887 8.2059 7.5788
C 12.1517 8.8696 7.0395
C 11.9516 10.3367 6.7231
H 4.8529 11.8329 7.4883
H 4.9558 13.5325 7.9672
H 6.3655 12.4688 8.1820
H 5.1596 13.4195 5.4982
H 6.3722 12.1617 5.5594
H 5.6029 15.5800 6.0323
H 11.4178 15.0391 5.0983
H 8.1709 11.7500 6.7620
H 10.0913 9.2511 4.7948
H 8.7304 9.9507 5.6469
H 9.4498 7.4372 6.1671
H 8.8301 8.5228 7.4603
H 11.0771 7.2039 7.7028
H 10.6813 8.5458 8.5240
H 12.4695 8.2838 6.1452
H 12.9206 8.7704 7.8200
H 12.6865 10.5756 5.9108
H 12.2608 10.9933 7.5665
C 9.6258 19.6375 7.9524
C 9.5555 19.8419 9.1450
C 9.5212 19.8204 10.5819
C 8.4870 19.2603 11.3445
C 8.5816 19.2302 12.7325
C 9.7923 19.5788 13.3824
C 10.8332 20.0882 12.5974
C 10.7119 20.1796 11.2070
H 7.6132 18.8648 10.8451
H 7.7058 18.9561 13.3016
H 9.9025 19.4741 14.4593
H 11.7354 20.4313 13.0772
H 11.5163 20.5447 10.5941

Density functional theory data (the ωB97M-V functional and the def2-TZVPD basis) for a 2-piece molecular cluster, C5H11N2O overall in a non-equilibrium geometry.

Values from the calculation:
Energy relative to the best compared isomer or geometry (same formula, charge and spin): 139.4 kcal/mol
Calculated total energy: -10379.559 eV
Max |F|: 5.37 eV/A
Charge: +1

Positions of all 19 atoms, in Å:
C -2.7438 -0.5476 -0.1727
C 1.0117 0.2633 -0.9071
C 0.7626 0.1140 0.5124
C -2.2674 0.8249 -0.3800
C 3.2210 0.6190 0.1939
N 2.0090 0.3488 0.1120
N 0.2987 -1.1249 1.1786
O -2.1452 -1.4353 0.3824
H 1.2711 -0.6455 -1.5975
H 0.6761 1.0154 -1.4880
H -3.0186 1.6305 -0.1221
H -2.0556 0.7401 -1.5302
H -1.3952 1.1885 0.0975
H 3.6771 1.0521 -0.6841
H -3.6865 -0.6539 -0.8069
H 3.6730 0.7237 1.1186
H 0.6940 -0.9756 2.1486
H 0.7783 -1.9497 0.8453
H -0.7602 -1.1879 1.0991

Density functional theory data (the ωB97M-V functional and the def2-TZVPD basis) for one molecule with the formula C5H6S in a non-equilibrium geometry.

Values from the calculation:
Energy relative to the best compared isomer or geometry (same formula, charge and spin): 6.1 kcal/mol
Calculated total energy: -16116.273 eV
Max |F|: 1.68 eV/A
Charge: 0
Structure (SMILES): C=C1CC=CS1

Positions of all 12 atoms, in Å:
C -2.0828 -0.4601 -0.0505
C -0.7348 -0.3818 0.0230
C 0.0563 0.9288 0.0914
C 1.5066 0.5181 -0.0104
C 1.7305 -0.8028 -0.0654
S 0.3078 -1.8366 0.0764
H -2.6899 0.4623 -0.1187
H -2.6214 -1.4341 -0.0761
H -0.1569 1.5025 1.0680
H -0.3055 1.5823 -0.7166
H 2.3033 1.2386 -0.0184
H 2.6868 -1.3172 -0.2027

Density functional theory data (the ωB97M-V functional and the def2-TZVPD basis) for one molecule with the formula C2H2OS in a non-equilibrium geometry.

Values from the calculation:
Energy relative to the best compared isomer or geometry (same formula, charge and spin): 14.3 kcal/mol
Calculated total energy: -14987.090 eV
Max |F|: 4.67 eV/A
Charge: 0
Structure (SMILES): O=CC=S

Positions of all 6 atoms, in Å:
O -2.2314 0.1191 -0.1761
C -1.1564 -0.3842 0.1524
C 0.1054 0.4233 0.1114
S 1.5888 -0.0741 -0.0648
H -0.9817 -1.5364 0.3797
H -0.2819 1.5352 0.4838